No. 1
{"formula": "C6H42N2O13", "method": "ωB97M-V with the def2-TZVPD basis set", "elements": ["C", "C", "C", "C", "C", "N", "C", "N", "H", "H", "H", "H", "H", "H", "H", "H", "H", "H", "H", "H", "H", "H", "H", "H", "H", "H", "O", "H", "H", "O", "H", "H", "O", "H", "H", "O", "H", "H", "O", "H", "H", "O", "H", "H", "O", "H", "H", "O", "H", "H", "O", "H", "H", "O", "H", "H", "O", "H", "H", "O", "H", "H", "O"], "positions_angstrom": [[-3.26615, 2.56064, 0.92906], [-2.30816, 1.44271, 0.29603], [-0.80945, 1.92521, 0.30505], [-0.25750, 1.85260, -1.20728], [0.50288, 0.59776, -1.60148], [1.91241, 0.79461, -1.01288], [2.66571, -0.42229, -0.86470], [-2.41412, 0.09035, 0.93633], [-4.42146, 2.50661, 0.77446], [-3.06491, 3.44977, 0.47495], [-3.15621, 2.55369, 2.02430], [-2.47572, 1.30447, -0.78026], [-0.64061, 2.98267, 0.69288], [-0.28205, 1.08741, 0.83312], [-0.94081, 2.02634, -1.97166], [0.39138, 2.81832, -1.19139], [0.06814, -0.23363, -1.22670], [0.45714, 0.60230, -2.73021], [1.97359, 1.60369, -0.29791], [3.20304, -0.57593, 0.12837], [2.23324, -1.31052, -1.24078], [3.55711, -0.34144, -1.50845], [-3.08028, 0.06827, 1.63264], [-1.60491, -0.19883, 1.43337], [2.92792, 1.71040, 3.53365], [3.14671, 0.68708, 2.39603], [2.52689, 1.29832, 2.88224], [-0.51764, 2.77151, 2.52696], [-1.03400, 1.86345, 3.43305], [-1.18806, 2.81305, 3.13270], [3.20476, -2.24166, 2.07938], [3.62526, -1.49749, 3.25609], [3.96643, -2.06683, 2.61478], [-1.58741, -3.10472, -0.06354], [-2.42622, -2.86510, 1.14313], [-1.87999, -3.57119, 0.79471], [1.91817, -4.15689, -2.14145], [3.17934, -3.73382, -1.26692], [2.27903, -3.90564, -1.13724], [5.59908, 0.52042, 0.33280], [4.59080, 1.43719, -0.13363], [4.84240, 1.08727, 0.71540], [1.24862, 1.14079, 4.29086], [0.94463, -0.06875, 3.47753], [0.50124, 0.46859, 4.24001], [-1.35247, 5.27673, -1.59757], [-0.12808, 4.73629, -2.27541], [-0.84770, 5.26765, -2.36410], [-1.61907, 0.56777, -5.32783], [-0.63805, 1.60233, -4.99949], [-1.52310, 1.24804, -4.74158], [-2.23609, -5.20648, -0.51644], [-1.20706, -5.92063, 0.32720], [-1.52572, -5.85456, -0.53678], [-4.69376, -0.84213, -0.33997], [-3.15912, -0.73358, -0.59027], [-3.92080, -1.16503, -0.64085], [-0.79342, -2.26864, -3.66069], [-1.58867, -1.79742, -2.31413], [-0.69724, -1.96946, -2.58809], [1.03021, -2.87239, -0.20067], [0.22201, -3.34809, 0.88767], [0.56788, -2.49111, 0.54560]], "charge": -1, "e_tot_ha": -1341.185628, "max_force_ha_per_bohr": 0.1503, "homo_lumo_gap_ev": [1.910, 7.660], "homo_energy_ha": [0.0066, -0.2065], "multiplicity": 2, "de_lowest_kcal_mol": 119.6, "s2": 0.7505}

---

No. 2
{"formula": "C3H5FS", "method": "ωB97M-V with the def2-TZVPD basis set", "elements": ["F", "C", "C", "C", "S", "H", "H", "H", "H", "H"], "positions_angstrom": [[-0.76862, 0.60341, 1.27825], [0.53358, 0.88061, 1.27436], [1.05306, 0.82551, -0.15916], [0.59006, -0.31361, -1.08088], [-0.74231, -1.12991, -0.79968], [0.65809, 1.88069, 1.86407], [1.07145, 0.18225, 1.95180], [2.22911, 0.93912, -0.17914], [0.56688, 1.60892, -0.63143], [1.20884, -0.31814, -1.92059]], "charge": 0, "e_tot_ha": -615.290910, "max_force_ha_per_bohr": 0.0615, "homo_lumo_gap_ev": 8.405, "homo_energy_ha": -0.3090, "de_lowest_kcal_mol": 28.9, "smiles": "FCCC=S"}

---

No. 3
{"formula": "C20H11Cl5N5W", "method": "ωB97M-V with the def2-TZVPD basis set", "elements": ["W", "N", "C", "N", "C", "N", "N", "C", "C", "C", "C", "C", "C", "N", "C", "C", "C", "C", "C", "C", "H", "H", "H", "H", "H", "H", "H", "H", "H", "H", "H", "Cl", "C", "C", "C", "Cl", "C", "Cl", "C", "Cl", "C", "Cl"], "positions_angstrom": [[0.57063, 0.80427, -0.20919], [0.21444, -3.44933, -0.32654], [0.33479, -2.20382, -0.66803], [0.15449, -1.18342, 0.19828], [-0.27761, -1.49517, 1.52357], [-0.63242, -0.53487, 2.29961], [-0.48334, 0.66270, 1.63928], [-0.96191, 1.72881, 2.17915], [-0.80984, 2.93768, 1.39566], [-1.23318, 4.17915, 1.81154], [-1.00824, 5.27811, 0.98149], [-0.37580, 5.08182, -0.23130], [0.00673, 3.80065, -0.60399], [-0.20311, 2.73797, 0.18636], [-0.31310, -2.88079, 1.93940], [-0.59857, -3.25672, 3.25333], [-0.63909, -4.59886, 3.58009], [-0.40504, -5.57383, 2.60990], [-0.12097, -5.22052, 1.30052], [-0.07616, -3.87367, 0.98955], [0.34800, -4.15809, -1.04108], [0.58995, -1.98142, -1.69363], [-1.45323, 1.68921, 3.14641], [-1.72645, 4.28815, 2.76831], [-1.32440, 6.26679, 1.28729], [-0.17129, 5.90649, -0.89993], [0.50309, 3.62524, -1.54862], [-0.78266, -2.49596, 3.99878], [-0.85550, -4.89705, 4.59652], [-0.44351, -6.62054, 2.87982], [0.06156, -5.97740, 0.54796], [-1.99328, 2.02335, -3.50165], [-0.43469, 1.44170, -3.43539], [0.13137, 1.00543, -2.19803], [1.40123, 0.56246, -2.10324], [2.50863, 1.28377, 0.80662], [2.23350, 0.43064, -3.25511], [3.76822, -0.18133, -3.13000], [1.69913, 0.86724, -4.51022], [2.66092, 0.79046, -5.88234], [0.37939, 1.35258, -4.59707], [-0.24267, 1.83814, -6.08408]], "charge": 3, "e_tot_ha": -3409.551894, "max_force_ha_per_bohr": 0.0131, "homo_lumo_gap_ev": [6.136, 4.580], "homo_energy_ha": [-0.6402, -0.6433], "multiplicity": 3, "de_lowest_kcal_mol": 7.3, "s2": 2.0360}

---

No. 4
{"formula": "C3H10NO2", "method": "ωB97M-V with the def2-TZVPD basis set", "elements": ["C", "O", "C", "C", "N", "H", "H", "H", "H", "H", "H", "H", "H", "H", "H", "O"], "positions_angstrom": [[-0.16879, 0.16579, -1.35546], [-1.37758, 0.47464, -0.85917], [0.69012, -0.79194, -0.41409], [1.85852, -0.10527, 0.30293], [-0.23643, -1.49596, 0.60864], [0.25555, 1.16867, -1.45836], [-0.09435, -0.55607, -2.17895], [0.93312, -1.62250, -1.16086], [1.33513, 0.61083, 0.90462], [2.48235, -0.61919, 1.02840], [2.50017, 0.37729, -0.38730], [-0.57255, -0.88481, 1.31795], [-0.91623, -1.79400, 0.00859], [-0.96170, 1.17669, 0.39773], [0.05418, 1.41139, 1.65794], [-0.82738, 1.47436, 1.41035]], "charge": -1, "e_tot_ha": -325.498000, "max_force_ha_per_bohr": 0.0906, "homo_lumo_gap_ev": 7.427, "homo_energy_ha": -0.1169, "de_lowest_kcal_mol": 35.6}

---

No. 5
{"formula": "C3H12NO", "method": "ωB97M-V with the def2-TZVPD basis set", "elements": ["C", "N", "H", "H", "H", "H", "H", "H", "C", "O", "C", "H", "H", "H", "H", "H", "H"], "positions_angstrom": [[-2.01957, -1.16923, 1.48829], [-0.83679, -1.54657, 0.67841], [-2.35513, -1.95406, 2.14880], [-2.81283, -0.93025, 0.77894], [-1.75094, -0.27546, 2.01639], [0.04020, -1.68959, 1.26166], [-0.89501, -2.47224, 0.20379], [-0.64864, -0.80619, -0.02806], [1.15012, 1.57943, -0.71093], [-0.12082, 0.98063, -0.31234], [2.02781, 0.48639, -1.27400], [1.58287, 1.99784, 0.20078], [0.97615, 2.39107, -1.41642], [-0.73972, 1.71805, -0.33655], [1.43879, -0.14631, -1.92917], [2.37470, -0.13424, -0.45567], [2.85706, 0.85420, -1.86912]], "charge": 0, "e_tot_ha": -251.354662, "max_force_ha_per_bohr": 0.0203, "homo_lumo_gap_ev": [3.894, 11.567], "homo_energy_ha": [-0.1168, -0.4073], "multiplicity": 2, "de_lowest_kcal_mol": 16.2, "s2": 0.7505}

---

No. 6
{"formula": "C19H13N5O3Se3Te2Y", "method": "ωB97M-V with the def2-TZVPD basis set", "elements": ["Y", "O", "C", "C", "C", "C", "C", "C", "C", "O", "N", "N", "C", "C", "C", "C", "C", "C", "C", "O", "H", "H", "H", "H", "H", "H", "H", "H", "H", "H", "Se", "Te", "Te", "Se", "Se", "N", "C", "C", "C", "C", "N", "C", "N", "H", "H", "H"], "positions_angstrom": [[-1.53546, -0.69777, -0.32614], [-0.67997, 3.60985, -1.78437], [-0.08877, 4.16312, -0.70868], [0.20178, 5.52913, -0.75476], [0.81996, 6.15170, 0.30948], [1.16477, 5.42322, 1.44684], [0.88047, 4.07295, 1.49175], [0.25589, 3.41880, 0.42792], [-0.05473, 1.96835, 0.51071], [-0.72670, 1.45464, -0.48198], [0.35828, 1.30574, 1.54682], [-0.04023, -0.03130, 1.47072], [0.38847, -0.72789, 2.46263], [0.19800, -2.14033, 2.69577], [0.76580, -2.67484, 3.86152], [0.66265, -4.01224, 4.17638], [-0.03135, -4.85106, 3.30101], [-0.60045, -4.36227, 2.14776], [-0.50812, -2.99436, 1.80156], [-1.04391, -2.55797, 0.70866], [-0.80537, 2.65622, -1.55042], [-0.07867, 6.07362, -1.64742], [1.03307, 7.21263, 0.25605], [1.64273, 5.90950, 2.28706], [1.12717, 3.48153, 2.36288], [0.97704, -0.19143, 3.20898], [1.29846, -2.00276, 4.52643], [1.10578, -4.40268, 5.08291], [-0.12967, -5.90611, 3.53142], [-1.14540, -5.00794, 1.47080], [-3.68592, 0.04608, 1.30640], [-4.25386, 1.12875, -0.86014], [-4.99654, -0.96267, -2.53658], [-3.36242, -2.65003, -1.69025], [-1.85665, -0.20266, -4.48464], [-0.38185, -0.88905, -5.21044], [0.42719, -1.21332, -4.21777], [1.70622, -1.83973, -4.30082], [2.33673, -2.12946, -3.13456], [1.72784, -1.82282, -1.87111], [0.57808, -1.23597, -1.74380], [-0.06556, -0.92712, -2.90807], [-1.26086, -0.38714, -2.83333], [2.12571, -2.07679, -5.26925], [3.30399, -2.61220, -3.11962], [2.24640, -2.09592, -0.95833]], "charge": -1, "e_tot_ha": -9010.327797, "max_force_ha_per_bohr": 0.0096, "homo_lumo_gap_ev": 4.460, "homo_energy_ha": -0.1453, "de_lowest_kcal_mol": 3.8}